Entry 1:
The following is a DFT calculation (wB97M-V/def2-TZVPD) of a gas-phase ion, C10H18N2 (charge +2) at a distorted geometry.

XYZ file:
```
30
C10H18N2 | the Open Molecules 2025 dataset | wB97M-V/def2-TZVPD
C -3.209 -2.272 -0.264
C -2.244 -1.374 -0.064
C -0.846 -1.559 0.372
C -0.271 -0.111 0.235
C 1.243 0.098 0.423
N 2.128 -0.968 -0.225
C 3.546 -0.861 0.076
C -1.070 0.557 -0.829
C -0.790 1.717 -1.591
C -2.377 0.115 -0.299
C -1.344 0.686 0.931
N -1.344 1.991 1.472
H -4.148 -1.987 -0.748
H -2.947 -3.378 -0.132
H -0.745 -1.915 1.411
H -0.263 -2.332 -0.147
H 1.338 0.141 1.450
H 1.557 1.003 -0.070
H 1.977 -0.776 -1.250
H 1.797 -1.915 -0.005
H 4.071 -1.897 -0.165
H 4.059 -0.022 -0.457
H 3.776 -0.723 1.192
H -0.315 1.321 -2.506
H -0.227 2.513 -1.000
H -1.841 2.080 -1.814
H -3.361 0.539 -0.453
H -2.383 2.387 1.345
H -0.640 2.603 1.044
H -1.321 2.030 2.598
```

Computed properties:
- M (g/mol) = 166.268
- LUMO (eV) = -6.6536
- HOMO level (eV) = -15.73
- charge = +2
- total energy (eV) = -13620.9292
- SMILES = C=C1C[C@@]2(C[NH2+]C)[C@@]3(C)[C@@H]1[C@]23[NH3+]
- strongest force on any atom (eV/Å) = 4.413
- energy relative to the best compared isomer or geometry (same formula, charge and spin) (kcal/mol) = 67.87

Entry 2:
The following is a DFT calculation (wB97M-V/def2-TZVPD) of 8 unconnected molecules or ions with the total composition H16O8 at a distorted geometry.

XYZ file:
```
24
H16O8 | the Open Molecules 2025 dataset | wB97M-V/def2-TZVPD
O -1.276 -0.211 1.045
H -0.423 0.135 0.855
H -1.568 -0.487 0.124
O 3.321 -0.860 -1.398
H 2.893 -1.454 -2.099
H 3.026 -1.289 -0.609
O 2.733 0.220 2.769
H 2.885 0.008 1.766
H 3.273 -0.497 3.157
O -2.158 3.877 -0.794
H -1.849 4.294 0.007
H -2.083 2.879 -0.507
O 0.320 1.766 1.329
H 0.547 1.193 2.083
H -0.475 2.240 1.552
O 1.830 -3.587 -0.509
H 1.339 -3.888 0.290
H 1.497 -4.051 -1.206
O 1.546 1.508 -2.458
H 1.542 0.550 -2.420
H 0.956 1.812 -1.871
O -6.208 -2.386 -0.007
H -5.611 -1.627 -0.198
H -6.808 -2.436 -0.743
```

Computed properties:
- M (g/mol) = 144.120
- LUMO (eV) = -0.1403
- HOMO level (eV) = -11.09
- charge = 0
- total energy (eV) = -16638.4039
- SMILES = O.O.O.O.O.O.O.O
- strongest force on any atom (eV/Å) = 5.129
- energy relative to the best compared isomer or geometry (same formula, charge and spin) (kcal/mol) = 83.17

Entry 3:
The following is a DFT calculation (wB97M-V/def2-TZVPD) of a gas-phase ion, C28H42Cl2N4O2 (charge +2).

XYZ file:
```
78
C28H42Cl2N4O2 | the Open Molecules 2025 dataset | wB97M-V/def2-TZVPD
C -3.591 -1.657 -2.035
C -4.671 -0.839 -1.342
N -4.639 -0.829 0.158
C -4.998 -2.205 0.631
C -4.926 -2.453 2.130
C -3.294 -0.472 0.680
C -2.676 0.838 0.152
N -1.289 0.906 0.555
C -0.341 0.171 -0.041
O -0.544 -0.667 -0.901
C 1.063 0.491 0.471
O 1.262 1.336 1.326
N 2.019 -0.238 -0.119
C 3.405 -0.103 0.267
C 3.949 1.205 -0.339
N 5.307 1.652 0.078
C 5.527 1.471 1.547
C 4.545 2.195 2.459
C 5.438 3.116 -0.234
C 5.302 3.515 -1.695
C 6.389 0.929 -0.674
C 6.494 -0.559 -0.477
C 7.250 -1.089 0.567
C 7.422 -2.454 0.711
C 6.855 -3.322 -0.207
C 6.124 -2.821 -1.269
C 5.948 -1.453 -1.402
Cl 5.049 -0.877 -2.779
C -5.637 0.180 0.656
C -7.028 0.047 0.096
C -7.957 -0.817 0.672
C -9.247 -0.917 0.183
C -9.641 -0.136 -0.890
C -8.748 0.756 -1.459
C -7.456 0.847 -0.967
Cl -6.395 2.023 -1.685
H -3.674 -2.720 -1.830
H -3.730 -1.530 -3.106
H -2.582 -1.330 -1.799
H -4.619 0.197 -1.677
H -5.651 -1.223 -1.631
H -4.323 -2.903 0.137
H -6.011 -2.400 0.277
H -5.312 -3.453 2.314
H -3.908 -2.428 2.508
H -5.535 -1.763 2.707
H -2.611 -1.284 0.419
H -3.358 -0.406 1.767
H -2.700 0.857 -0.941
H -3.186 1.718 0.542
H -0.983 1.558 1.265
H 1.736 -0.884 -0.843
H 3.425 -0.065 1.359
H 3.955 -0.975 -0.080
H 3.244 1.992 -0.062
H 3.950 1.093 -1.423
H 6.536 1.828 1.767
H 5.501 0.400 1.745
H 3.505 1.999 2.216
H 4.716 1.842 3.473
H 4.708 3.269 2.467
H 4.669 3.635 0.339
H 6.413 3.441 0.133
H 4.353 3.211 -2.125
H 6.112 3.139 -2.313
H 5.346 4.601 -1.741
H 6.221 1.112 -1.736
H 7.337 1.386 -0.383
H 7.735 -0.423 1.264
H 8.014 -2.837 1.526
H 6.996 -4.387 -0.111
H 5.702 -3.489 -2.004
H -5.672 0.101 1.742
H -5.266 1.168 0.384
H -7.678 -1.405 1.534
H -9.946 -1.593 0.647
H -10.645 -0.203 -1.275
H -9.055 1.387 -2.278
```

Computed properties:
- M (g/mol) = 537.576
- LUMO (eV) = -4.1688
- HOMO level (eV) = -13.72
- charge = +2
- total energy (eV) = -64806.1398
- SMILES = CC[N+](CC)(CCNC(=O)C(=O)NCC[N+](CC)(CC)Cc1ccccc1Cl)Cc1ccccc1Cl
- strongest force on any atom (eV/Å) = 0.921
- energy relative to the best compared isomer or geometry (same formula, charge and spin) (kcal/mol) = 0.00

Entry 4:
The following is a DFT calculation (wB97M-V/def2-TZVPD) of a molecular structure, C33H24BrN3O2PPdSbSe4.

XYZ file:
```
70
C33H24BrN3O2PPdSbSe4 | the Open Molecules 2025 dataset | wB97M-V/def2-TZVPD
Pd -0.247 -0.856 -0.519
Br -1.624 -6.612 4.052
C -0.155 -5.485 4.426
C 0.798 -5.253 3.444
C 1.880 -4.436 3.721
C 1.997 -3.836 4.974
C 1.051 -4.100 5.952
C -0.039 -4.911 5.679
N 3.121 -3.026 5.383
N 3.612 -2.122 4.685
C 3.078 -1.709 3.424
C 3.996 -1.576 2.406
C 3.612 -1.364 1.084
C 2.262 -1.253 0.734
O 1.854 -1.139 -0.479
C 1.314 -1.261 1.822
N -0.003 -1.057 1.482
C -0.931 -1.057 2.409
C -0.606 -1.202 3.772
C 0.687 -1.388 4.143
C 1.703 -1.465 3.154
H 0.677 -5.687 2.461
H 2.610 -4.239 2.949
H 1.172 -3.650 6.929
H -0.793 -5.097 6.432
H 5.045 -1.706 2.651
H 4.351 -1.313 0.293
H -1.951 -0.903 2.093
H -1.410 -1.180 4.494
H 0.949 -1.483 5.187
Se -1.605 -4.152 -1.959
Sb -3.074 -3.128 -0.299
Se -2.642 -0.588 -0.421
Se -2.505 -3.935 1.930
Se -5.458 -2.921 -0.828
O 0.602 1.779 -0.566
P -0.079 2.225 -1.799
C -1.546 3.227 -1.433
C -2.847 2.825 -1.717
C -3.919 3.606 -1.306
C -3.698 4.782 -0.607
C -2.400 5.183 -0.310
C -1.330 4.404 -0.718
C 1.016 3.291 -2.784
C 2.354 2.904 -2.819
C 3.272 3.635 -3.555
C 2.862 4.762 -4.255
C 1.534 5.158 -4.216
C 0.612 4.424 -3.482
C -0.638 0.981 -2.991
C -1.311 1.521 -4.093
C -1.961 0.722 -5.016
C -1.969 -0.653 -4.841
C -1.300 -1.211 -3.769
C -0.625 -0.406 -2.854
H -3.032 1.897 -2.242
H -4.928 3.274 -1.518
H -4.537 5.384 -0.282
H -2.224 6.094 0.247
H -0.318 4.704 -0.470
H 2.665 2.033 -2.252
H 4.310 3.328 -3.580
H 3.581 5.335 -4.828
H 1.213 6.041 -4.755
H -0.424 4.738 -3.445
H -1.351 2.598 -4.214
H -2.480 1.176 -5.851
H -2.509 -1.295 -5.525
H -1.336 -2.280 -3.580
H 0.015 -1.091 -2.233
```

Computed properties:
- M (g/mol) = 1149.472
- LUMO (eV) = 3.6636
- HOMO level (eV) = -1.32
- charge = -2
- total energy (eV) = -393913.1956
- strongest force on any atom (eV/Å) = 0.470
- energy relative to the best compared isomer or geometry (same formula, charge and spin) (kcal/mol) = 17.57

Entry 5:
The following is a DFT calculation (wB97M-V/def2-TZVPD) of a molecular structure, C28H50BBaF4N2O12 at a distorted geometry.

XYZ file:
```
98
C28H50BBaF4N2O12 | the Open Molecules 2025 dataset | wB97M-V/def2-TZVPD
Ba -19.814 -1.440 2.408
B -21.902 -2.548 2.878
F -22.785 -2.994 3.876
F -22.243 -3.072 1.691
F -21.707 -1.145 2.827
F -20.680 -3.110 3.307
C -24.864 -1.610 2.635
C -26.218 -1.330 2.549
C -26.622 -0.176 1.841
C -25.716 0.708 1.350
C -24.365 0.473 1.444
C -23.945 -0.782 2.025
N -26.229 1.868 0.561
O -27.451 2.032 0.379
O -25.348 2.566 0.036
H -24.591 -2.487 3.204
H -26.990 -1.958 2.970
H -27.674 0.035 1.717
H -23.636 1.165 1.049
H -22.884 -0.922 2.170
C -24.432 -0.141 4.875
C -23.740 -1.346 4.635
C -23.357 -2.151 5.724
C -23.665 -1.750 7.039
C -24.428 -0.630 7.279
C -24.862 0.107 6.194
N -23.271 -2.616 8.119
O -22.444 -3.559 7.925
O -23.872 -2.583 9.172
H -24.639 0.485 4.019
H -23.554 -1.679 3.625
H -22.889 -3.102 5.517
H -24.834 -0.424 8.258
H -25.426 0.992 6.449
C -20.154 0.319 -0.238
O -20.403 0.171 1.135
C -20.551 1.390 1.749
C -21.240 1.091 3.064
O -20.475 0.133 3.795
C -19.407 0.809 4.515
H -19.381 1.057 -0.452
H -21.039 0.651 -0.782
H -19.786 -0.603 -0.686
H -21.188 2.103 1.225
H -19.567 1.850 1.834
H -22.191 0.628 2.802
H -21.477 2.003 3.613
H -19.679 1.609 5.204
H -18.781 1.324 3.786
H -18.774 0.082 5.023
C -22.435 -0.949 0.422
O -21.147 -1.558 0.743
C -20.700 -2.508 -0.206
C -19.296 -2.986 0.075
O -19.093 -3.499 1.366
C -19.686 -4.785 1.633
H -22.650 -0.240 1.222
H -23.256 -1.666 0.418
H -22.490 -0.506 -0.572
H -20.733 -1.995 -1.167
H -21.483 -3.264 -0.260
H -18.599 -2.148 0.047
H -18.902 -3.656 -0.689
H -19.553 -5.524 0.843
H -20.734 -4.700 1.921
H -19.258 -5.201 2.544
C -21.354 -1.151 5.414
O -20.167 -1.461 4.621
C -19.511 -2.589 5.083
C -18.105 -2.902 4.392
O -18.364 -2.906 3.020
C -17.368 -3.563 2.244
H -22.036 -1.964 5.664
H -21.813 -0.397 4.775
H -20.973 -0.645 6.301
H -20.175 -3.451 5.018
H -19.289 -2.362 6.126
H -17.715 -3.888 4.645
H -17.350 -2.200 4.745
H -17.441 -4.637 2.412
H -16.364 -3.243 2.524
H -17.442 -3.409 1.167
C -23.469 -7.192 1.097
O -22.813 -6.698 2.210
C -22.629 -5.266 2.242
C -23.899 -4.430 2.463
O -24.932 -4.607 1.558
C -26.074 -3.813 1.819
H -23.015 -6.832 0.174
H -24.533 -6.990 0.972
H -23.286 -8.266 1.069
H -22.059 -4.956 1.366
H -21.943 -4.973 3.036
H -23.635 -3.373 2.432
H -24.254 -4.650 3.470
H -26.901 -3.957 1.124
H -25.883 -2.740 1.820
H -26.546 -4.046 2.774
```

Computed properties:
- M (g/mol) = 830.842
- LUMO (eV) = -2.9536
- HOMO level (eV) = -10.97
- charge = +1
- total energy (eV) = -69593.1399
- strongest force on any atom (eV/Å) = 19.946
- energy relative to the best compared isomer or geometry (same formula, charge and spin) (kcal/mol) = 917.19

Entry 6:
The following is a DFT calculation (wB97M-V/def2-TZVPD) of C7H10O in the gas phase at a distorted geometry.

XYZ file:
```
18
C7H10O | the Open Molecules 2025 dataset | wB97M-V/def2-TZVPD
C -1.953 -1.603 -0.661
C -1.352 -0.616 0.289
C -1.534 0.296 1.246
C -0.253 0.435 0.273
C -0.167 1.698 -0.616
C 1.313 0.191 0.695
C 2.246 -0.466 -0.085
O 3.593 -0.620 0.237
H -1.306 -1.661 -1.469
H -2.917 -1.181 -0.854
H -2.329 -2.596 -0.173
H -2.047 0.583 2.123
H -0.058 2.491 0.046
H -1.046 1.703 -1.220
H 0.710 1.433 -1.157
H 1.446 0.777 1.576
H 1.847 -1.051 -0.920
H 3.807 0.186 0.670
```

Computed properties:
- M (g/mol) = 110.156
- LUMO (eV) = 0.8899
- HOMO level (eV) = -8.69
- charge = 0
- total energy (eV) = -9463.7879
- SMILES = CC1=C[C@@]1(C)/C=C/O
- strongest force on any atom (eV/Å) = 4.625
- energy relative to the best compared isomer or geometry (same formula, charge and spin) (kcal/mol) = 110.06